C2H2N4OS in the gas phase. Source: the OMol25 dataset; level of theory: ωB97M-V with the def2-TZVPD basis set.

## Properties
Total charge = 0
LUMO level = -1.31 eV
HOMO level = -9.354 eV
Spin multiplicity = 1

XYZ file:
```
10
Properties=species:S:1:pos:R:3:lowdin_charge:R:1
O -2.0128 1.3451 -0.0009 -0.05
N -1.7993 0.1298 -0.0010 -0.70
S -2.9386 -1.0352 -0.0018 0.73
C -0.3934 -0.2020 -0.0047 -0.36
C 0.6243 0.7115 -0.0110 0.00
N 1.7027 -0.0736 0.0027 0.01
N 1.3821 -1.3820 -0.0058 0.02
N 0.0955 -1.4485 0.0014 0.06
H 0.6484 1.7835 0.0103 0.13
H 2.6910 0.1715 0.0108 0.17
```